1.
# C7H8O

A structure of composition C7H8O in a non-equilibrium geometry (ωB97M-V with the def2-TZVPD basis set, the Open Molecules 2025 dataset).

Properties
DFT total energy = -346.6768 Ha
ΔE to the lowest compared entry with this formula, charge and spin = 61.97 kcal/mol
Lowest unoccupied orbital energy = 1.08 eV
Gap between HOMO and LUMO = 10.11 eV
HOMO = -0.3317 Ha

```
! RIJCOSX wB97M-V def2-TZVPD def2/J DEFGRID3
* xyz 0 1
C 1.71863 -0.07007 0.22072
C 0.86518 0.08381 -0.98530
C -0.48362 -1.08328 0.34748
C -1.77854 -0.44860 0.09682
C -1.52735 0.79254 -0.35025
C -0.06015 1.00689 -0.20765
C 0.34761 0.04862 0.94560
H 2.38487 0.75403 0.42668
H 2.24231 -1.02777 0.25339
H 1.21204 0.22709 -2.01410
H -0.53037 -2.06045 0.86204
H -2.71462 -0.98649 0.12413
H -2.24209 1.55600 -0.64697
H 0.25163 2.03889 -0.08650
H 0.28489 0.35395 1.99165
O 0.02959 -1.18513 -0.97774
*
```

Löwdin population analysis, charges in e, atoms 1 to 6: -0.0717 -0.2058 -0.3154 -0.0257 -0.0168 -0.2068

---

2.
# C37H42Cl3IN6NdO2P

A structure of composition C37H42Cl3IN6NdO2P in a non-equilibrium geometry (ωB97M-V with the def2-TZVPD basis set, the Open Molecules 2025 dataset).

Properties
DFT total energy = -4495.3113 Ha
ΔE to the lowest compared entry with this formula, charge and spin = 33.87 kcal/mol
Lowest unoccupied orbital energy (alpha / beta) = 3.64 / 3.64 eV
Gap between HOMO and LUMO (alpha / beta) = 4.65 / 4.72 eV
Expectation value of S² = 3.75
HOMO (alpha / beta) = -0.0371 / -0.0396 Ha

```
! RIJCOSX wB97M-V def2-TZVPD def2/J DEFGRID3
* xyz -2 4
Nd -0.40083 -0.05545 -0.27191
C -2.33366 -2.32652 1.85977
N -2.10908 -2.16395 0.37244
C -3.36754 -1.97661 -0.36327
C -1.46451 -3.38189 -0.23407
C -1.10033 -3.16883 -1.68433
C -0.83362 -4.24954 -2.52803
C -0.54404 -3.94254 -3.86847
C -0.61041 -2.61970 -4.33261
C -0.75101 -1.57598 -3.42835
C -0.85237 -1.86899 -2.12111
H -2.99711 -3.15938 2.10485
H -2.83157 -1.44266 2.24253
H -1.35055 -2.35873 2.36722
H -4.30378 -2.26401 0.28259
H -3.38637 -2.54425 -1.32055
H -3.55048 -0.89168 -0.52168
H -2.13587 -4.22278 -0.11772
H -0.52797 -3.57611 0.37550
H -0.74693 -5.27298 -2.08149
H -0.15841 -4.72528 -4.50415
H -0.63427 -2.39332 -5.43151
H -0.65951 -0.54000 -3.74988
N 2.61315 1.46733 -5.06372
C 2.60197 0.59247 -6.17380
C 1.69028 0.84224 -7.21087
C 1.70258 0.04159 -8.33230
C 2.66766 -0.90613 -8.46826
C 3.53274 -1.23216 -7.39075
C 3.54959 -0.45527 -6.26008
H 1.88984 2.16896 -5.14920
H 2.61869 0.93087 -4.17332
H 1.04636 1.71831 -7.22499
H 0.92301 0.10994 -9.10553
H 2.89546 -1.32826 -9.46027
H 4.18407 -2.06594 -7.53257
H 4.20453 -0.65208 -5.45972
Cl 1.51321 -6.81864 -1.75508
C 1.76436 -7.76759 -3.22496
Cl 2.15927 -6.81669 -4.64915
H 0.86956 -8.38059 -3.48992
H 2.64699 -8.39034 -3.02501
Cl 0.48288 1.99340 -1.69798
I 2.12937 -1.11906 -1.94025
N -0.52155 1.23799 1.63580
P -0.58731 2.38655 2.63824
C -1.16800 1.86705 4.28750
C -0.32185 1.52147 5.33046
C -0.76888 1.51333 6.65129
C -2.08541 1.82871 6.94527
C -3.00263 1.94710 5.88819
C -2.52675 1.99128 4.57659
C -1.74360 3.77334 2.08259
C -1.97490 3.87791 0.71520
C -2.82352 4.90000 0.32123
C -3.25403 5.87359 1.18549
C -2.92614 5.84630 2.52658
C -2.15228 4.76134 2.98781
C 0.96511 3.21910 3.03378
C 1.22485 4.08828 4.12540
C 2.51211 4.59550 4.34203
C 3.55237 4.30122 3.45459
C 3.28618 3.48032 2.36447
C 1.97134 2.99710 2.13029
H 0.71016 1.29749 5.09554
H -0.02369 1.26519 7.44793
H -2.43942 1.87458 7.98171
H -4.07676 1.96382 6.04912
H -3.29246 2.18828 3.86087
H -1.63766 3.16801 -0.07783
H -3.03182 4.96028 -0.72763
H -3.86234 6.72237 0.89237
H -3.25215 6.55738 3.25936
H -1.91002 4.63489 4.03536
H 0.43432 4.22583 4.82564
H 2.64797 5.24417 5.20793
H 4.45344 4.79671 3.64684
H 4.01833 3.38462 1.55602
H 1.78510 2.40003 1.24113
O -3.90615 2.17053 -2.35857
C -3.25616 1.48072 -1.63799
N -2.57811 0.70534 -1.01463
C 2.05058 -1.81232 3.94858
N 1.95794 -2.83202 2.97857
C 1.57741 -2.61642 1.67235
N 1.88759 -3.52738 0.77787
O 0.88070 -1.59456 1.35614
H 3.10407 -1.49686 3.97996
H 1.64176 -2.16722 4.90257
H 1.50736 -0.97229 3.58960
H 2.49336 -3.69454 3.18685
H 2.45447 -4.30697 1.06652
H 1.97170 -3.23831 -0.22301
*
```

Löwdin population analysis, charges in e, atoms 1 to 6: 1.1051 -0.0905 -0.3101 -0.1377 -0.1923 -0.3299

---

3.
# C2H3CuFLi2O

A structure of composition C2H3CuFLi2O in a non-equilibrium geometry (ωB97M-V with the def2-TZVPD basis set, the Open Molecules 2025 dataset).

Properties
DFT total energy = -1908.3269 Ha
ΔE to the lowest compared entry with this formula, charge and spin = 91.60 kcal/mol
Lowest unoccupied orbital energy (alpha / beta) = -5.58 / -5.58 eV
Gap between HOMO and LUMO (alpha / beta) = 5.49 / 5.50 eV
HOMO (alpha / beta) = -0.4070 / -0.4071 Ha

```
! RIJCOSX wB97M-V def2-TZVPD def2/J DEFGRID3
* xyz 1 1
O -0.74258 -0.58309 2.31117
C -0.35926 0.26592 3.10899
C -0.20727 1.63050 2.69386
Cu 0.74521 -0.01239 0.30964
Li 1.18433 1.43236 -2.65712
F 0.00207 0.92431 -1.43445
H 0.06742 -0.01354 4.07153
H -1.03070 2.05927 2.14295
H 0.26292 2.29163 3.40554
Li -0.67825 0.56676 0.11370
*
```

Löwdin population analysis, charges in e, atoms 1 to 6: -0.1380 -0.4184 -0.0535 0.5434 0.8821 -0.6210

---

4.
# C20H30N2O6

A cluster of 2 separate species, C20H30N2O6 in total in a non-equilibrium geometry (ωB97M-V with the def2-TZVPD basis set, the Open Molecules 2025 dataset).

Properties
DFT total energy = -1341.1241 Ha
ΔE to the lowest compared entry with this formula, charge and spin = 0.00 kcal/mol
Lowest unoccupied orbital energy = 0.48 eV
Gap between HOMO and LUMO = 9.56 eV
HOMO = -0.3336 Ha
SMILES = O=C(O)C[C@H](Cc1ccccc1)C(=O)O.CNC(=O)[C@H](CC(C)C)NC(C)=O

```
! RIJCOSX wB97M-V def2-TZVPD def2/J DEFGRID3
* xyz 0 1
O 2.59213 0.77240 -7.90418
C 1.70913 0.81534 -7.06890
O 0.85657 1.85543 -6.94178
C 1.52028 -0.38191 -6.14200
C 2.31775 -0.28999 -4.81728
C 1.90667 0.96488 -4.01271
C 2.62650 1.05328 -2.68887
C 2.43298 0.08804 -1.68941
C 3.12562 0.17633 -0.47651
C 4.00313 1.23992 -0.24657
C 4.19428 2.21107 -1.23243
C 3.51225 2.11419 -2.44799
C 3.83199 -0.38532 -5.06908
O 4.50205 0.62287 -5.21219
O 4.35660 -1.63008 -5.10904
H 1.14762 2.49806 -7.60739
H 0.45423 -0.46909 -5.91730
H 1.81461 -1.28641 -6.68259
H 2.05716 -1.16711 -4.21934
H 0.82794 0.94572 -3.82861
H 2.11864 1.86760 -4.59447
H 1.74479 -0.73551 -1.85096
H 2.98034 -0.57934 0.28957
H 4.53724 1.31122 0.69617
H 4.87817 3.03658 -1.05844
H 3.68721 2.86485 -3.21327
H 5.30153 -1.48993 -5.27636
C -3.24492 1.65318 6.03444
N -2.93432 2.26955 4.74506
C -2.33723 1.74825 3.66421
O -2.02460 2.52914 2.77363
C -1.97031 0.23711 3.54917
C -1.67408 -0.21874 2.09735
C -0.83749 -1.50882 1.96749
C -1.64403 -2.80221 2.12506
C -0.17365 -1.54614 0.58998
N -2.89498 -0.70710 4.19829
C -4.20901 -0.78335 3.98041
C -4.94733 -1.84947 4.75498
O -4.81942 -0.05069 3.21727
H -4.20965 1.14626 5.97738
H -3.30445 2.42625 6.80244
H -2.46737 0.94286 6.31783
H -3.14243 3.25154 4.64492
H -1.02809 0.16393 4.09120
H -2.60579 -0.31522 1.53791
H -1.09864 0.57536 1.62099
H -0.04518 -1.49707 2.71657
H -2.49535 -2.79444 1.44316
H -1.01235 -3.66144 1.89994
H -2.00011 -2.90630 3.14646
H 0.46082 -2.42778 0.50504
H -0.93638 -1.56847 -0.18912
H 0.44277 -0.65755 0.45797
H -2.50104 -1.36816 4.84552
H -4.81182 -1.68321 5.82141
H -6.00652 -1.79111 4.50811
H -4.56446 -2.82920 4.47684
*
```

Löwdin population analysis, charges in e, atoms 1 to 6: 0.1010 -0.5013 0.1104 -0.0478 -0.2051 -0.1075